This record from OMol25 describes a molecular structure, C42H38BaBrN8O2S at a distorted geometry. The level of theory is ωB97M-V/def2-TZVPD.

Geometry (Å):
1 Ba 0.54897 0.20944 -0.86332
2 O -1.37611 1.27524 4.54018
3 C -1.16241 2.49722 3.97491
4 C -1.23431 3.61791 4.79513
5 C -1.05268 4.88173 4.26577
6 C -0.80089 5.03885 2.91220
7 C -0.69267 3.92267 2.09986
8 C -0.86786 2.65014 2.61467
9 C -0.63749 1.42080 1.74942
10 O -0.24536 1.60964 0.49186
11 N -1.86535 0.57706 1.75396
12 N -1.59945 -0.72264 1.70912
13 C -2.34748 -1.57639 1.13400
14 C -3.55697 -1.36383 0.32163
15 Br -3.19970 -0.92962 -1.53937
16 C -4.79741 -1.55830 0.74791
17 C -5.03318 -1.84509 2.17112
18 C -4.57220 -0.98566 3.16544
19 C -4.77116 -1.29090 4.49989
20 C -5.41440 -2.46445 4.85429
21 C -5.85788 -3.33467 3.87234
22 C -5.68084 -3.02044 2.53771
23 H -1.47608 0.61863 3.83903
24 H -1.44853 3.47918 5.84373
25 H -1.11506 5.74642 4.91165
26 H -0.69278 6.02662 2.48884
27 H -0.47363 4.01094 1.04388
28 H 0.10346 0.78923 2.30764
29 H -2.55343 0.94215 1.08743
30 H -2.07967 -2.61325 1.29894
31 H -5.64485 -1.54829 0.07616
32 H -4.08149 -0.06094 2.90449
33 H -4.41941 -0.61295 5.26310
34 H -5.59001 -2.69479 5.89355
35 H -6.33755 -4.26301 4.14577
36 H -6.02781 -3.69522 1.77034
37 C 2.52738 3.00956 -1.12274
38 C 2.72587 2.46766 0.25026
39 C 3.15291 3.30039 1.27836
40 C 3.25759 2.78008 2.55446
41 C 2.93910 1.45041 2.75769
42 C 2.51283 0.67691 1.67689
43 N 2.41840 1.19082 0.44872
44 C 2.11317 -0.73002 1.85056
45 C 2.41356 -1.42858 3.02595
46 C 1.94968 -2.72183 3.16245
47 C 1.23199 -3.29819 2.12856
48 C 1.00324 -2.55548 0.96852
49 N 1.44203 -1.30287 0.85217
50 C 0.29193 -3.12775 -0.19134
51 C -0.24514 -4.41410 -0.13793
52 C -0.90078 -4.92414 -1.24565
53 C -0.94693 -4.16363 -2.39611
54 C -0.34955 -2.90335 -2.38967
55 C -0.31248 -2.10963 -3.65070
56 N 0.21594 -2.38660 -1.30342
57 H 2.99399 3.98465 -1.22589
58 H 1.45519 3.11951 -1.29141
59 H 2.93548 2.32932 -1.86678
60 H 3.36683 4.33873 1.08192
61 H 3.56536 3.39444 3.38504
62 H 2.97863 1.04420 3.75367
63 H 2.99366 -0.98066 3.81519
64 H 2.14880 -3.27981 4.06383
65 H 0.87427 -4.30757 2.24244
66 H -0.17539 -5.02682 0.74418
67 H -1.33620 -5.90991 -1.21970
68 H -1.42969 -4.52112 -3.29339
69 H -0.44507 -2.76883 -4.50526
70 H 0.63762 -1.58833 -3.73764
71 H -1.11667 -1.37279 -3.65793
72 C -0.59947 2.96005 -5.93671
73 N 0.64356 2.26899 -5.75441
74 C 1.70767 2.27895 -6.60562
75 C 2.67695 1.52230 -6.06174
76 N 2.21681 1.02349 -4.84528
77 C 0.93399 1.51171 -4.66293
78 S -0.21618 1.32836 -3.47583
79 C 2.99327 0.18228 -4.04244
80 C 4.24040 -0.25082 -4.51502
81 C 5.02435 -1.05478 -3.71594
82 C 4.54110 -1.43697 -2.47347
83 C 3.29005 -0.98717 -2.10248
84 N 2.53341 -0.18995 -2.84907
85 H -0.57412 3.50713 -6.87505
86 H -0.76126 3.65066 -5.10837
87 H -1.42288 2.24569 -5.94489
88 H 1.70897 2.81613 -7.53139
89 H 3.64725 1.32882 -6.45917
90 H 4.60655 0.02109 -5.48748
91 H 5.99320 -1.37723 -4.06479
92 H 5.11692 -2.06687 -1.81671
93 H 2.86554 -1.27990 -1.15975

Electronic energy ... -141754.6653 eV
Multiplicity ... 1
Frontier orbital gap ... 7.20 eV
Energy above the lowest of the compared OMol25 structures with the same formula, charge and spin ... 23.15 kcal/mol
HOMO ... -0.3620 Eh
LUMO ... -2.656 eV
Total charge ... +1

=====

This record from OMol25 describes a molecular structure, C8H32N16O8V at a distorted geometry. The level of theory is ωB97M-V/def2-TZVPD.

Geometry (Å):
1 V -0.12589 -0.05757 0.14636
2 C -0.72082 -0.54726 3.57144
3 O -0.23286 -0.14606 2.51865
4 N -1.20186 -1.82078 3.68800
5 N -0.60672 0.11960 4.74805
6 H -1.10645 -2.49039 2.95269
7 H -1.35748 -2.12495 4.63395
8 H -0.28104 1.05700 4.59674
9 H -1.17149 -0.16940 5.52637
10 C -2.85603 -1.99174 0.06439
11 O -1.83896 -1.29512 0.12755
12 N -2.98635 -3.12554 0.80072
13 N -3.93022 -1.68060 -0.68120
14 H -2.18818 -3.53884 1.23974
15 H -3.92945 -3.42025 0.98489
16 H -3.99038 -0.73057 -0.99469
17 H -4.39164 -2.40463 -1.20492
18 C -2.00379 2.78115 1.19316
19 O -1.75513 1.64927 0.81353
20 N -1.19849 3.58233 1.93043
21 N -3.15983 3.41516 0.81427
22 H -1.51828 4.47218 2.26843
23 H -0.31278 3.23209 2.23122
24 H -3.86782 2.82190 0.42228
25 H -3.46014 4.25293 1.28343
26 C -0.19327 -2.14331 -3.90040
27 O -0.72804 -2.88905 -4.68718
28 N -0.18049 -2.36899 -2.53771
29 N 0.37262 -0.93946 -4.20492
30 H 0.55806 -1.93342 -2.00296
31 H -0.71645 -3.15557 -2.22605
32 H 0.48234 -0.30221 -3.43359
33 H 0.55837 -0.61228 -5.13319
34 C 2.68874 -0.35321 -1.51269
35 O 1.48376 -0.43849 -1.23642
36 N 3.66238 -0.66290 -0.62201
37 N 3.13052 0.32576 -2.60093
38 H 4.63580 -0.55052 -0.84312
39 H 3.41624 -1.11580 0.24059
40 H 4.12416 0.40847 -2.73001
41 H 2.52605 0.80369 -3.23957
42 C 1.79068 -2.80790 1.19621
43 O 0.99254 -1.95176 0.82348
44 N 1.75234 -4.06425 0.69719
45 N 2.83752 -2.53378 2.02366
46 H 2.44281 -4.77752 0.85005
47 H 1.09681 -4.20819 -0.05179
48 H 2.82715 -1.63612 2.47795
49 H 3.37290 -3.28121 2.43008
50 C 2.05184 2.51020 1.01565
51 O 1.12745 1.71097 0.87423
52 N 2.35200 3.09878 2.19534
53 N 2.93001 2.75133 -0.00093
54 H 1.75315 2.85345 2.96145
55 H 3.06259 3.80260 2.27186
56 H 2.75134 2.32280 -0.89052
57 H 3.63666 3.46083 0.07760
58 C -1.36106 1.76249 -2.43056
59 O -0.89037 0.89244 -1.68729
60 N -0.59426 2.56309 -3.19295
61 N -2.70709 1.94619 -2.47773
62 H -0.99979 3.30309 -3.73917
63 H 0.40358 2.52347 -3.12547
64 H -3.00493 2.70222 -3.06960
65 H -3.25255 1.14414 -2.23408

Electronic energy ... -74722.6482 eV
Multiplicity ... 4
Frontier orbital gap (spin up / spin down) ... 7.83 / 9.07 eV
Energy above the lowest of the compared OMol25 structures with the same formula, charge and spin ... 0.00 kcal/mol
HOMO (spin up / spin down) ... -0.4505 / -0.4963 Eh
LUMO (spin up / spin down) ... -4.427 / -4.432 eV
Total charge ... +2

=====

This record from OMol25 describes a gas-phase ion, C11H25BClO3S (charge +1). The level of theory is ωB97M-V/def2-TZVPD.

Geometry (Å):
1 C -2.31392 -1.92474 2.63688
2 C -2.07360 -1.04485 1.38639
3 C -3.24967 -1.10576 0.39089
4 C -1.78499 0.40670 1.80851
5 C -0.35075 0.71046 2.24389
6 C -0.30568 2.03726 3.02643
7 C 0.65263 0.85432 1.09493
8 O 0.28941 0.11374 -0.13321
9 S 0.13520 0.98970 -1.44193
10 C -0.70551 -0.14049 -2.51845
11 B -0.05501 -1.62081 -2.47563
12 O -0.48674 -2.52057 -1.54934
13 O 0.85954 -1.85552 -3.44880
14 C 1.76047 1.06784 -2.26879
15 C 2.98026 0.87080 -1.37982
16 C 4.23900 1.25289 -2.14156
17 Cl 3.09903 -0.84215 -0.85281
18 H -1.64746 -2.78835 2.66183
19 H -2.14735 -1.37273 3.56442
20 H -3.33095 -2.31579 2.66175
21 H -1.20431 -1.45088 0.86763
22 H -2.90172 -1.31342 -0.62234
23 H -3.80233 -0.16339 0.36304
24 H -3.96266 -1.88894 0.64697
25 H -2.09552 1.13514 1.04793
26 H -2.41739 0.61085 2.67825
27 H -0.01295 -0.07626 2.92356
28 H 0.64498 2.56368 2.91249
29 H -0.47480 1.86964 4.08912
30 H -1.08635 2.71177 2.66579
31 H 1.64005 0.47759 1.35911
32 H 0.74546 1.91038 0.82309
33 H -0.57325 0.32261 -3.50216
34 H -1.75976 -0.10175 -2.24182
35 H 0.09239 -2.75167 -0.81042
36 H 1.48605 -2.57040 -3.25827
37 H 1.77486 2.07646 -2.68967
38 H 1.76996 0.33620 -3.07737
39 H 2.90854 1.47050 -0.47328
40 H 4.41244 0.57319 -2.97554
41 H 4.15326 2.27434 -2.51669
42 H 5.09912 1.21243 -1.47498

Electronic energy ... -41984.6439 eV
Multiplicity ... 1
Frontier orbital gap ... 10.63 eV
HOMO ... -0.5093 Eh
LUMO ... -3.226 eV
Total charge ... +1

=====

This record from OMol25 describes a gas-phase ion, C2H9N6 (charge +1) at a distorted geometry. The level of theory is ωB97M-V/def2-TZVPD.

Geometry (Å):
1 H -3.06150 0.65822 0.17735
2 N -2.55721 -0.20274 0.08242
3 C -1.34979 -0.27480 0.01536
4 C -0.68577 -1.61681 -0.17472
5 N 0.75641 -1.43896 0.08401
6 N 0.96752 -0.05543 -0.26257
7 N 2.07011 0.53327 0.38198
8 N -0.31905 0.70737 0.29345
9 N -0.47447 1.99950 -0.04359
10 H -1.23021 -2.51486 0.29936
11 H -0.69342 -1.88761 -1.18387
12 H 0.84061 -1.53067 1.08548
13 H 1.03764 -0.01036 -1.35856
14 H 3.02540 0.41622 0.03985
15 H 1.84190 0.57073 1.31500
16 H -0.52956 2.16838 -1.05731
17 H 0.36137 2.47854 0.30637

Electronic energy ... -11149.3147 eV
Multiplicity ... 1
SMILES string ... [H]/N=C1/CN[N@H+](N)N1N
Frontier orbital gap ... 10.62 eV
Energy above the lowest of the compared OMol25 structures with the same formula, charge and spin ... 64.20 kcal/mol
HOMO ... -0.5185 Eh
LUMO ... -3.484 eV
Total charge ... +1

=====

This record from OMol25 describes a molecular structure, C3HMgO4Tl at a distorted geometry. The level of theory is ωB97M-V/def2-TZVPD.

Geometry (Å):
1 O 0.08138 0.62146 -2.41095
2 C 0.27852 0.45839 -1.19539
3 O 0.69660 -0.55881 -0.59253
4 Mg 0.17351 -0.17806 -4.11871
5 O -0.48882 1.26781 -0.36851
6 C -0.79553 0.66237 0.85861
7 C -0.21429 -0.51418 1.01747
8 O 0.02562 -1.41703 1.82260
9 Tl 0.52667 -2.22759 4.13813
10 H -0.28366 1.88564 0.84928

Electronic energy ... -21433.5298 eV
Multiplicity ... 1
Frontier orbital gap (spin up / spin down) ... 3.12 / 3.12 eV
Energy above the lowest of the compared OMol25 structures with the same formula, charge and spin ... 75.09 kcal/mol
HOMO (spin up / spin down) ... -0.5357 / -0.5357 Eh
LUMO (spin up / spin down) ... -11.461 / -11.462 eV
Total charge ... +2

=====

This record from OMol25 describes 2 unconnected molecules or ions with the total composition C5H15NO at a distorted geometry. The level of theory is ωB97M-V/def2-TZVPD.

Geometry (Å):
1 C -2.14916 0.21591 0.24074
2 C -1.39385 -0.72871 1.15557
3 C 0.00929 -0.19473 1.44795
4 C 0.92471 0.40027 0.33490
5 C 2.11883 1.03369 1.03600
6 N 1.36476 -0.60931 -0.65207
7 H -1.85872 0.14004 -0.80478
8 H -1.92944 1.23334 0.57366
9 H -3.23837 0.15980 0.27157
10 H -1.86969 -0.86510 2.10894
11 H -1.26815 -1.74224 0.74412
12 H 0.01092 0.68833 2.10011
13 H 0.62806 -0.97159 1.91867
14 H 0.41756 1.20543 -0.20772
15 H 3.00663 1.22331 0.42384
16 H 2.45026 0.32844 1.80801
17 H 1.88670 2.01731 1.44353
18 H 2.30523 -0.91631 -0.45067
19 H 0.74273 -1.40671 -0.56335
20 O -0.82064 0.02313 -3.00150
21 H -0.28506 -0.16193 -2.21249
22 H -0.84789 -0.83569 -3.45047

Electronic energy ... -8965.7362 eV
Multiplicity ... 1
SMILES string ... CCC[C@@H](C)N.O
Frontier orbital gap ... 10.44 eV
Energy above the lowest of the compared OMol25 structures with the same formula, charge and spin ... 14.35 kcal/mol
HOMO ... -0.3486 Eh
LUMO ... 0.950 eV

=====

This record from OMol25 describes 2 unconnected molecules or ions with the total composition C2HClF2S at a distorted geometry. The level of theory is ωB97M-V/def2-TZVPD.

Geometry (Å):
1 C 0.75393 -0.28460 0.28613
2 C -0.27175 0.19307 -0.54657
3 F -0.79773 -0.34862 -1.69735
4 F -0.57056 1.49115 -0.65388
5 S 1.45762 0.71736 1.35477
6 Cl 1.02661 -1.95755 0.15375
7 H -1.59811 0.18919 1.10317

Electronic energy ... -30878.0716 eV
Multiplicity ... 1
Frontier orbital gap (spin up / spin down) ... 7.38 / 8.14 eV
Energy above the lowest of the compared OMol25 structures with the same formula, charge and spin ... 91.73 kcal/mol
HOMO (spin up / spin down) ... -0.3573 / -0.3521 Eh
LUMO (spin up / spin down) ... -2.345 / -1.441 eV

=====

This record from OMol25 describes 2 unconnected molecules or ions with the total composition C5H14IN2 at a distorted geometry. The level of theory is ωB97M-V/def2-TZVPD.

Geometry (Å):
1 C 0.16830 2.76587 0.00124
2 C -1.61398 1.10089 -0.05323
3 C -0.06571 1.30426 -0.24477
4 C 0.79176 0.52309 0.69515
5 C 0.02595 -1.78242 0.04912
6 N -0.53201 -2.06536 -1.23831
7 N 1.14652 -2.57987 0.57084
8 I 2.79217 0.30726 0.18993
9 H 0.43340 2.93143 0.99377
10 H -0.70186 3.27502 -0.36060
11 H 1.01387 2.95500 -0.60280
12 H -2.05532 1.59401 0.78339
13 H -1.77978 -0.02268 0.05530
14 H -2.28223 1.51349 -0.90976
15 H 0.15130 1.06961 -1.32486
16 H 0.58307 0.48638 1.74347
17 H -0.74848 -1.65677 0.76676
18 H -1.45736 -1.64572 -1.27128
19 H 0.02218 -1.63950 -1.95173
20 H 2.03600 -2.09647 0.47093
21 H 1.14512 -3.61185 0.02589
22 H 0.92709 -2.72568 1.61156

Electronic energy ... -16482.6785 eV
Multiplicity ... 1
Frontier orbital gap (spin up / spin down) ... 8.26 / 7.76 eV
Energy above the lowest of the compared OMol25 structures with the same formula, charge and spin ... 82.50 kcal/mol
HOMO (spin up / spin down) ... -0.4467 / -0.4350 Eh
LUMO (spin up / spin down) ... -3.898 / -4.072 eV
Total charge ... +1

=====

Please write out number 6 again, unchanged.
This record from OMol25 describes 2 unconnected molecules or ions with the total composition C5H15NO at a distorted geometry. The level of theory is ωB97M-V/def2-TZVPD.

Geometry (Å):
1 C -2.14916 0.21591 0.24074
2 C -1.39385 -0.72871 1.15557
3 C 0.00929 -0.19473 1.44795
4 C 0.92471 0.40027 0.33490
5 C 2.11883 1.03369 1.03600
6 N 1.36476 -0.60931 -0.65207
7 H -1.85872 0.14004 -0.80478
8 H -1.92944 1.23334 0.57366
9 H -3.23837 0.15980 0.27157
10 H -1.86969 -0.86510 2.10894
11 H -1.26815 -1.74224 0.74412
12 H 0.01092 0.68833 2.10011
13 H 0.62806 -0.97159 1.91867
14 H 0.41756 1.20543 -0.20772
15 H 3.00663 1.22331 0.42384
16 H 2.45026 0.32844 1.80801
17 H 1.88670 2.01731 1.44353
18 H 2.30523 -0.91631 -0.45067
19 H 0.74273 -1.40671 -0.56335
20 O -0.82064 0.02313 -3.00150
21 H -0.28506 -0.16193 -2.21249
22 H -0.84789 -0.83569 -3.45047

Electronic energy ... -8965.7362 eV
Multiplicity ... 1
SMILES string ... CCC[C@@H](C)N.O
Frontier orbital gap ... 10.44 eV
Energy above the lowest of the compared OMol25 structures with the same formula, charge and spin ... 14.35 kcal/mol
HOMO ... -0.3486 Eh
LUMO ... 0.950 eV

=====

- The highest multiplicity belongs to which entry?
  C8H32N16O8V